P) 11
Properties=species:S:1:pos:R:3:mulliken_charge:R:1 method="wB97M-V/def2-TZVPD" e_lumo_ev=0.71 smiles=Oc1cc(S)[nH]n1 total_charge=0 gap_ev=9.301
O -2.447 0.649 -0.013 -0.50
C -1.160 0.301 -0.189 0.36
C -0.204 0.112 0.840 -0.24
C 0.931 -0.239 0.165 0.13
S 2.562 -0.644 0.711 -0.24
N 0.631 -0.250 -1.156 0.26
N -0.655 0.088 -1.397 -0.88
H -2.841 0.716 -0.921 0.37
H -0.356 0.199 1.886 0.41
H 2.296 -0.487 2.001 0.13
H 1.245 -0.446 -1.927 0.20

=====

Q) 11
Properties=species:S:1:pos:R:3:mulliken_charge:R:1 method="wB97M-V/def2-TZVPD" e_lumo_ev=-0.69 total_charge=0 gap_ev=8.324
H 1.392 -1.885 -0.375 0.23
N 1.937 -1.041 -0.180 -0.63
C 1.253 0.019 0.007 0.30
N -0.151 0.172 0.010 0.08
C -0.628 1.502 -0.085 0.08
O -1.781 1.845 -0.057 -0.44
C -0.983 -0.935 0.171 -0.26
S -2.568 -1.078 -0.111 -0.21
H 1.760 0.947 0.192 0.29
H 0.181 2.218 -0.141 0.28
H -0.414 -1.763 0.570 0.28

=====

Stability order, top to bottom: P), Q)

=====

P) 14
Properties=species:S:1:pos:R:3:mulliken_charge:R:1 method="wB97M-V/def2-TZVPD" e_lumo_ev=-0.47 total_charge=0 gap_ev=8.370
C 0.524 0.200 -0.121 0.28
C 1.548 -0.321 -1.163 0.58
H -2.519 0.225 -0.735 0.31
H -1.946 -1.995 -0.819 0.35
H -0.961 -0.573 1.412 0.30
H 0.278 0.786 2.595 0.23
H 0.751 2.251 2.232 0.25
H -0.291 -0.805 -2.008 0.55
N -1.613 -0.671 -0.878 -0.70
N -0.449 -0.805 0.206 -0.32
N 0.892 1.279 0.623 -0.23
N 0.314 1.535 1.843 -0.51
O 0.814 -1.102 -1.869 -0.57
O 2.658 -0.004 -1.318 -0.50

=====

Q) 14
Properties=species:S:1:pos:R:3:mulliken_charge:R:1 method="wB97M-V/def2-TZVPD" e_lumo_ev=-2.20 total_charge=0 gap_ev=6.839
C -0.615 0.859 0.970 -0.06
C -0.183 -1.238 -0.984 0.76
H 1.394 1.631 -0.547 0.28
H 1.841 2.859 0.770 0.28
H -0.866 0.610 2.122 0.29
H -1.147 1.186 -1.080 0.36
H 0.817 -3.571 -0.424 0.39
H -0.449 -3.339 0.681 0.34
N 1.098 2.382 0.197 -0.54
N 0.448 1.510 1.189 -0.21
N -1.514 0.704 -0.158 -0.26
N -0.210 -2.597 -0.771 -0.76
O -1.307 -0.580 -0.478 -0.27
O 0.690 -0.416 -1.487 -0.59

=====

Stability order, top to bottom: P), Q)

=====

P) 17
Properties=species:S:1:pos:R:3:mulliken_charge:R:1 method="wB97M-V/def2-TZVPD" e_lumo_ev=-4.06 total_charge=+1 gap_ev=9.694
C 0.810 -0.463 -1.319 0.30
C 1.223 -1.838 -1.466 -1.33
C -0.121 2.004 -1.124 -1.15
C 0.324 0.622 -1.096 0.37
N -0.739 -0.585 1.328 -0.43
P -1.577 0.511 2.633 0.11
H 0.350 -2.481 -1.601 0.32
H 1.798 -2.168 -0.604 0.34
H 1.847 -1.930 -2.354 0.34
H -0.490 2.227 -2.126 0.31
H -0.927 2.187 -0.413 0.34
H 0.710 2.672 -0.907 0.29
H -0.805 1.620 2.268 0.11
H -0.301 -0.120 0.439 0.09
H -1.445 -1.239 0.969 0.45
H 0.000 -1.165 1.743 0.44
H -0.659 0.148 3.631 0.12

=====

Q) 17
Properties=species:S:1:pos:R:3:mulliken_charge:R:1 method="wB97M-V/def2-TZVPD" e_lumo_ev=-3.86 smiles="[H]/P=C(/C)[C@@H](C)[NH3+]" total_charge=+1 gap_ev=9.616
H -2.398 1.398 0.692 -0.03
P -2.658 0.204 0.230 0.06
C -1.057 -0.208 0.030 0.38
C -0.573 -1.532 -0.648 -1.57
C 0.117 0.674 0.440 -0.35
C 1.064 -0.257 1.214 -1.12
N 0.704 1.112 -0.882 -0.40
H 0.377 -1.343 -1.135 0.41
H -1.332 -1.822 -1.438 0.42
H -0.775 -2.382 0.055 0.39
H -0.054 1.509 0.954 0.69
H 0.984 -1.303 0.922 0.28
H 2.093 0.125 1.137 0.39
H 0.952 -0.115 2.343 0.32
H 0.608 0.504 -1.699 0.39
H 1.668 1.391 -0.944 0.34
H 0.281 2.047 -1.273 0.41

=====

R) 17
Properties=species:S:1:pos:R:3:mulliken_charge:R:1 method="wB97M-V/def2-TZVPD" e_lumo_ev=-3.66 smiles=[NH3+][C@@H]1CC[C@H]1P total_charge=+1 gap_ev=9.716
N 0.111 2.006 -0.600 -0.37
C -0.638 0.696 -0.189 -0.11
C -0.246 0.253 1.254 -0.67
C 0.709 -0.854 0.784 -0.54
C 0.247 -0.722 -0.692 -0.52
P -1.105 -1.928 -1.341 -0.07
H 0.358 2.602 0.218 0.35
H -0.391 2.623 -1.288 0.36
H 0.900 1.672 -1.038 0.34
H -1.731 0.868 -0.354 0.44
H -1.241 -0.112 1.641 0.27
H 0.358 1.034 1.717 0.35
H 1.704 -0.572 0.939 0.27
H 0.667 -1.911 1.216 0.29
H 0.824 -0.367 -1.537 0.43
H -0.120 -2.962 -1.348 0.09
H -0.946 -1.792 -2.744 0.07

=====

S) 17
Properties=species:S:1:pos:R:3:mulliken_charge:R:1 method="wB97M-V/def2-TZVPD" e_lumo_ev=-3.49 smiles=P[C@@H]1CCC[NH2+]1 total_charge=+1 gap_ev=10.636
P 0.255 2.757 -0.180 0.01
C -0.025 0.792 -0.514 -0.54
C -1.074 0.017 0.238 -0.60
C -0.699 -1.457 0.077 -0.44
C 0.801 -1.421 0.005 -0.57
N 1.259 -0.039 -0.201 -0.12
H 0.399 2.425 1.215 0.07
H -1.171 3.134 -0.147 0.12
H -0.249 0.544 -1.620 0.39
H -2.126 0.351 -0.073 0.39
H -1.020 0.222 1.277 0.35
H -1.253 -2.045 0.965 0.31
H -1.027 -1.841 -0.890 0.27
H 1.254 -1.947 0.933 0.28
H 1.130 -1.974 -0.953 0.31
H 1.531 0.301 0.713 0.42
H 2.014 0.181 -0.846 0.34

=====

Stability order, top to bottom: S), P), Q), R)

=====

P) 13
Properties=species:S:1:pos:R:3:mulliken_charge:R:1 method="wB97M-V/def2-TZVPD" e_lumo_ev=-1.88 total_charge=0 gap_ev=6.996
C -0.846 -1.115 -0.531 -0.05
C 1.347 0.032 0.600 0.38
C 1.862 -0.208 1.760 -0.53
C 1.456 1.340 -0.027 -0.11
H -2.772 0.146 2.355 0.09
H -1.570 -1.509 -1.315 0.36
H 2.544 0.477 2.304 0.28
H 1.902 -1.360 2.038 0.23
H 1.904 2.022 0.651 0.33
N -1.172 -0.102 0.210 -0.22
O 1.311 1.811 -1.246 -0.51
S -2.759 0.408 0.161 -0.15
S 1.058 -1.274 -0.684 -0.09

=====

Q) 13
Properties=species:S:1:pos:R:3:mulliken_charge:R:1 method="wB97M-V/def2-TZVPD" e_lumo_ev=0.45 total_charge=0 gap_ev=8.518
S 2.545 -0.732 -0.075 -0.14
N 2.245 1.007 -0.038 -0.47
C 1.039 1.335 0.044 -0.30
C -0.225 0.593 0.195 0.72
C -1.365 1.241 0.110 -0.31
S -2.681 -0.015 -0.186 -0.17
C -1.419 -1.385 0.095 -0.38
O -0.199 -0.763 0.285 -0.33
H 3.891 -0.451 -0.598 0.17
H 0.816 2.400 0.175 0.28
H -1.582 2.314 -0.203 0.29
H -1.712 -1.970 0.921 0.33
H -1.553 -1.989 -0.805 0.31

=====

R) 13
Properties=species:S:1:pos:R:3:mulliken_charge:R:1 method="wB97M-V/def2-TZVPD" e_lumo_ev=0.19 smiles="Cc1sc(=S)[nH]c1O" total_charge=0 gap_ev=7.834
C 0.687 -1.244 -0.639 -0.92
C 0.443 0.282 -0.652 0.38
S 1.554 1.363 -1.478 -0.14
C 1.074 2.721 -0.442 0.12
S 1.442 4.299 -0.817 -0.36
N 0.165 2.269 0.381 -0.05
C -0.243 0.978 0.270 0.11
O -1.178 0.572 1.074 -0.51
H 1.713 -1.494 -0.222 0.27
H 0.532 -1.625 -1.714 0.27
H -0.086 -1.533 0.065 0.25
H -0.367 2.888 1.019 0.25
H -1.559 -0.264 0.924 0.32

=====

Stability order, top to bottom: R), Q), P)